# 1
Below is 34 unconnected molecules or ions with the total composition H68O34 in a non-equilibrium geometry, with properties calculated with ωB97M-V/def2-TZVPD.

XYZ file:
```
102
Properties=species:S:1:pos:R:3:forces:R:3:mulliken_charge:R:1
O -0.85280 -2.32487 -1.58897 0.83 -0.06 -0.17 -0.280
H -1.37163 -2.90018 -2.15118 -0.47 -0.68 -0.06 0.270
H -1.34755 -1.50590 -1.56185 -0.42 0.49 0.15 0.067
O 5.69797 0.49706 -1.80829 0.23 -0.57 -0.32 -0.622
H 5.30570 1.34582 -1.60349 0.05 0.38 0.23 0.306
H 6.34163 0.35634 -1.11393 0.21 -0.21 0.15 0.311
O -3.04912 -1.70337 4.62462 -0.73 -0.24 0.62 -0.670
H -2.46670 -2.39562 4.93738 0.13 -0.19 0.06 0.310
H -2.50761 -1.18478 4.02958 0.34 0.38 -0.46 0.344
O -2.86581 2.41527 -2.77228 -0.44 0.01 0.00 -0.612
H -1.93639 2.33577 -2.98695 0.88 -0.29 -0.03 0.402
H -3.05824 3.34669 -2.88025 -0.18 0.24 -0.12 0.275
O -1.68719 -2.86928 1.19633 0.24 0.05 0.63 -0.705
H -0.93941 -3.10831 0.64868 0.33 -0.15 -0.22 0.291
H -2.42475 -2.82202 0.58805 -0.32 -0.02 -0.22 0.354
O 2.20604 0.05607 -3.67772 -0.58 0.46 -0.36 -0.640
H 2.98588 -0.48551 -3.55616 0.81 -1.05 0.09 0.193
H 2.51497 0.81348 -4.17483 0.29 0.19 -0.29 0.300
O -5.62357 -1.35822 2.03724 -0.33 0.13 -0.21 -0.741
H -4.85821 -1.76334 1.62939 0.44 -0.43 -0.15 0.275
H -6.11482 -2.09172 2.40720 -0.10 -0.03 0.33 0.323
O -4.11002 -2.85168 -0.15911 -0.03 -0.14 0.33 -0.791
H -4.83151 -3.46303 -0.01096 -0.13 -0.34 0.18 0.276
H -4.46683 -2.20149 -0.76423 -0.19 0.81 -0.57 0.359
O -3.02344 -3.86071 -2.62381 0.21 -0.04 -0.45 -0.618
H -3.49646 -4.67879 -2.77620 0.10 -0.27 -0.13 0.254
H -3.57482 -3.37542 -2.01004 -0.08 0.15 0.30 0.327
O 1.60641 -2.63019 0.50377 -0.03 -0.53 -0.09 -0.394
H 2.47219 -2.25105 0.35238 0.04 0.25 -0.07 0.098
H 0.99683 -1.91218 0.33322 -0.23 0.37 0.00 0.147
O 2.19127 -4.13328 2.90304 0.21 -0.86 -0.02 -0.681
H 2.07623 -3.62821 2.09812 -0.27 0.19 -0.21 0.333
H 2.36552 -3.47553 3.57626 -0.17 0.42 0.31 0.377
O 2.27601 -1.68614 4.31493 0.27 -0.63 -0.03 -0.682
H 1.65487 -0.97310 4.46328 -0.34 0.49 0.30 0.330
H 2.94417 -1.30740 3.74365 0.30 0.30 -0.01 0.315
O 2.37414 -0.03841 -0.97521 -0.06 -0.16 0.79 0.046
H 3.20658 0.43071 -0.91873 0.30 0.10 0.21 -0.118
H 2.12714 0.02130 -1.89807 -0.19 0.00 -0.59 0.228
O -5.00726 2.85834 -0.22465 -0.24 -0.14 -0.09 -0.668
H -5.27128 3.50826 0.42659 -0.15 0.22 0.22 0.303
H -4.24829 3.24805 -0.65862 0.36 -0.07 -0.12 0.279
O 4.60234 -1.72757 -3.01990 -0.48 -0.01 -0.59 -0.667
H 5.11551 -0.98906 -2.69202 0.39 0.48 0.29 0.414
H 4.51368 -2.31147 -2.26662 -0.28 -0.37 0.06 0.289
O -0.03905 0.30981 0.36282 -0.13 0.06 0.77 0.389
H 0.79741 0.21027 -0.09177 0.93 0.17 -0.13 0.042
H -0.69669 0.06565 -0.28844 -0.55 0.17 -0.32 0.203
O -0.00199 1.73935 -3.16273 -0.84 0.30 -0.05 -0.562
H 0.26922 2.62971 -2.93925 0.46 0.30 0.23 0.301
H 0.79970 1.31328 -3.46603 0.04 -0.44 0.09 0.158
O -4.03220 0.84274 1.54547 0.68 0.00 -0.08 -0.459
H -4.53954 1.40727 0.96224 -0.18 0.45 -0.43 0.294
H -4.61976 0.11391 1.74499 -0.37 -0.20 0.46 0.403
O -1.25931 -0.73816 2.88456 -0.05 0.61 0.34 -0.379
H -1.30377 -1.54412 2.37010 -0.01 -0.95 -0.69 0.431
H -1.02460 -0.06104 2.25002 0.01 0.26 -0.46 -0.004
O 2.20710 3.73144 -2.18993 0.14 -0.34 -1.21 -0.593
H 2.38123 4.57375 -2.60997 -0.11 0.28 -0.17 0.304
H 1.85056 3.96043 -1.33163 -0.15 0.26 0.93 0.391
O 3.68678 1.09822 3.79263 0.30 -0.65 0.41 -0.605
H 3.91427 1.03630 2.86491 -0.19 0.13 -0.17 0.410
H 3.09977 1.85240 3.84598 -0.09 0.30 0.10 0.321
O 2.49084 3.61274 3.49276 0.01 0.21 0.03 -0.643
H 1.76838 3.44548 2.88752 -0.53 -0.27 -0.19 0.328
H 2.72363 4.52877 3.34128 0.18 0.17 0.12 0.264
O 4.84042 -1.52785 1.20520 0.25 -0.30 0.14 -0.621
H 4.41814 -1.99828 0.48645 0.09 -0.22 -0.14 0.306
H 4.62932 -0.60779 1.04663 -0.31 0.37 -0.12 0.404
O 0.21958 0.31044 4.75872 0.80 0.71 0.76 -0.678
H -0.40014 0.08464 5.45241 -0.11 -0.14 0.16 0.267
H -0.14642 -0.09018 3.97019 -0.50 -0.45 -0.43 0.483
O 0.40234 -2.77314 -4.35929 0.00 -0.20 -0.41 -0.677
H -0.15613 -2.43602 -3.65879 -0.17 0.19 0.49 0.333
H 0.58279 -2.01129 -4.91000 0.17 0.18 -0.13 0.273
O 1.89382 -4.10734 -2.38043 0.51 -0.35 0.25 -0.672
H 1.46079 -3.68150 -1.64057 -0.13 0.14 0.44 0.298
H 1.51234 -3.69144 -3.15357 -0.14 0.20 -0.46 0.450
O -2.26906 0.05488 -1.05726 0.00 -0.32 -0.37 -0.160
H -2.90905 0.04530 -0.34552 -0.36 0.08 0.72 -0.035
H -2.72366 0.48248 -1.78302 -0.10 0.29 -0.24 0.017
O 4.62649 2.82898 -1.23580 0.37 0.15 0.23 -0.696
H 4.35949 3.01519 -2.13595 -0.57 0.15 -0.22 0.244
H 4.64456 3.68546 -0.80878 0.01 0.31 0.11 0.280
O -4.87493 -1.24856 -2.40412 -0.50 -0.55 0.95 -0.490
H -5.79410 -1.43092 -2.59938 -0.29 -0.05 0.03 0.203
H -4.52844 -0.87007 -3.21215 0.72 0.45 -0.59 0.341
O -0.55299 2.79612 1.74156 0.97 0.77 -0.69 -0.610
H -1.29062 2.68855 2.34200 -0.57 0.07 0.68 0.297
H -0.53708 1.98519 1.23325 0.29 -0.68 -0.45 0.294
O -2.43446 2.42803 3.56834 -0.19 0.27 0.30 -0.584
H -2.22067 2.45689 4.50092 0.33 -0.03 0.23 0.242
H -3.34622 2.13802 3.54000 -0.28 -0.36 -0.42 0.243
O 4.38098 1.26833 1.08567 0.07 -0.28 0.00 -0.484
H 5.29879 1.33859 1.34819 0.42 0.09 0.22 0.312
H 4.24860 1.99643 0.47856 -0.28 0.19 -0.32 0.032
O -3.86798 0.30643 -4.39845 -0.13 -0.64 -0.38 -0.702
H -4.71288 0.64161 -4.69852 -0.21 0.17 -0.21 0.300
H -3.39787 1.08143 -4.09088 0.19 0.52 0.37 0.345
O 1.47264 4.45176 0.32309 0.48 0.21 -0.23 -0.680
H 0.80713 3.84763 0.65226 -0.80 -0.57 0.50 0.328
H 1.45117 5.18845 0.93387 -0.04 0.23 0.01 0.296
```
Forces are in eV/Å.

E_tot ... -70723.246 eV
LUMO ... -0.80 eV
Gap between HOMO and LUMO ... 8.102 eV
ΔE to the lowest compared entry with this formula, charge and spin ... 77.67 kcal/mol
Molecular weight ... 612.51 g/mol


# 2
Below is 4 unconnected molecules or ions with the total composition H6IO3 in a non-equilibrium geometry, with properties calculated with ωB97M-V/def2-TZVPD.

XYZ file:
```
10
Properties=species:S:1:pos:R:3:forces:R:3:mulliken_charge:R:1
I 2.94100 49.40600 10.29700 -0.04 -0.20 -0.17 -0.692
O 4.12100 48.70200 13.53400 3.08 0.14 2.01 -0.578
H 3.64100 48.88200 12.78100 -1.71 0.68 -3.15 0.203
H 3.53000 48.30600 14.12800 -1.27 -0.84 1.22 0.282
O 1.26100 51.42500 12.55500 0.64 -1.98 -1.21 -0.650
H 2.09700 51.57700 12.98100 0.53 0.66 0.72 0.331
H 1.62600 50.64400 11.98800 -1.28 1.46 0.55 0.195
O 1.53900 45.91500 9.99000 0.36 0.61 0.44 -0.647
H 1.20900 45.81700 9.09800 0.01 0.24 -0.22 0.292
H 1.89200 46.84000 10.06400 -0.32 -0.77 -0.18 0.263
```
Forces are in eV/Å.

E_tot ... -14343.558 eV
LUMO ... 3.55 eV
Total charge ... -1
Gap between HOMO and LUMO ... 8.001 eV
ΔE to the lowest compared entry with this formula, charge and spin ... 9.78 kcal/mol
Molecular weight ... 180.95 g/mol


# 3
Below is 2 unconnected molecules or ions with the total composition H6N2, with properties calculated with ωB97M-V/def2-TZVPD.

XYZ file:
```
8
Properties=species:S:1:pos:R:3:forces:R:3:mulliken_charge:R:1
N 3.00101 -2.96619 -3.46361 0.05 -0.10 0.05 -0.650
H 3.93430 -2.87523 -3.06935 -0.29 -0.24 0.12 0.217
H 2.67206 -2.02481 -3.60032 -0.16 0.26 -0.12 0.215
H 2.36823 -3.39877 -2.79280 0.41 0.08 -0.05 0.218
N -2.82413 2.75350 3.21697 0.49 -0.15 -0.75 -0.609
H -2.83213 3.75037 3.13148 -0.05 0.29 0.42 0.201
H -2.98156 2.39305 4.14851 -0.41 0.11 -0.50 0.203
H -3.33778 2.36808 2.42912 -0.03 -0.25 0.84 0.205
```
Forces are in eV/Å.

E_tot ... -3077.499 eV
LUMO ... 1.31 eV
Gap between HOMO and LUMO ... 11.010 eV
ΔE to the lowest compared entry with this formula, charge and spin ... 5.15 kcal/mol
Structure (SMILES) ... N.N
Molecular weight ... 34.06 g/mol


# 4
Below is a molecular structure, H6N2OSi in a non-equilibrium geometry, with properties calculated with ωB97M-V/def2-TZVPD.

XYZ file:
```
10
Properties=species:S:1:pos:R:3:forces:R:3:mulliken_charge:R:1
N 1.92412 0.27738 0.02439 -3.43 -0.94 -1.42 -0.725
N -1.34326 0.93086 0.15111 1.81 -1.31 0.73 -0.530
O -0.27376 -1.56607 0.40966 -1.36 -2.73 -0.79 -0.471
Si -0.22545 -0.22898 -0.52430 2.96 1.05 2.81 0.608
H 1.81478 1.05287 0.66547 -0.04 0.19 0.14 0.200
H 2.16966 -0.53303 0.60090 -0.26 0.20 -0.16 0.227
H -0.95256 1.42698 0.95440 -0.35 -0.20 -0.22 0.251
H -1.68095 1.57824 -0.49064 -0.85 1.45 -1.23 0.234
H -0.82468 -2.35937 0.07661 1.35 2.08 0.88 0.316
H -0.60790 -0.57888 -1.86760 0.16 0.22 -0.74 -0.110
```
Forces are in eV/Å.

E_tot ... -13003.671 eV
LUMO ... 0.65 eV
Gap between HOMO and LUMO ... 9.681 eV
ΔE to the lowest compared entry with this formula, charge and spin ... 36.08 kcal/mol
Molecular weight ... 78.15 g/mol